Entry 1:
69
Properties=species:S:1:pos:R:3:mulliken_charge:R:1 method="wB97M-V/def2-TZVPD" lumo_energy_ev="-1.253 / -1.521" homo_ev="-9.20 / -9.20" de_lowest_kcal_mol=68.9 multiplicity=5
Fe 3.1661 0.4498 -2.0279 0.961
N 2.6643 -1.4183 -4.5990 0.867
O 3.2220 -0.7244 -5.4839 -0.606
O 2.8086 -1.0135 -3.3696 -0.515
O 2.0252 -2.4257 -4.8310 -0.515
N 0.3878 -0.7873 -0.3952 0.557
O -0.6968 -0.9923 -0.9251 -0.582
O 0.5846 -1.0181 0.8194 -0.828
O 1.3698 -0.3452 -1.0709 -0.142
C 1.8815 3.2884 2.3681 -0.851
C 1.1919 2.1110 1.6375 -0.166
O 1.2811 2.2843 0.2506 -0.252
O 3.1400 3.6451 1.8131 -0.494
H 1.9914 3.1482 3.4431 0.379
H 1.1513 4.0874 2.1572 0.347
H 0.2642 1.9148 2.1771 0.332
H 1.8507 1.2831 1.9404 0.231
H 0.7397 1.6143 -0.1828 0.054
H 3.3472 4.5252 2.1352 0.298
C -2.0154 -1.8817 4.8292 -0.678
C -0.9567 -1.8517 3.7813 -0.248
O -1.4121 -1.9973 2.4546 -0.330
O -2.9473 -0.8288 4.8284 -0.581
H -1.5767 -2.1033 5.7986 0.398
H -2.5912 -2.7974 4.5993 0.298
H -0.1361 -2.5738 3.9012 0.356
H -0.3878 -0.9146 3.9498 0.148
H -0.6865 -1.7723 1.8420 0.352
H -3.3718 -0.7668 3.9654 0.332
C 1.4689 -4.6594 0.2818 -0.203
C 0.1012 -5.1074 0.7801 0.304
O 0.3114 -6.2580 1.5957 -0.542
O 1.8692 -5.5020 -0.8174 -0.566
H 2.2779 -4.7265 1.0141 0.291
H 1.4639 -3.6312 -0.0798 0.010
H -0.6206 -5.2921 -0.0141 0.297
H -0.3049 -4.2258 1.2946 -0.164
H -0.5126 -6.4324 2.0616 0.300
H 1.7828 -6.4021 -0.4816 0.337
C -1.9533 3.3450 -0.0159 -0.299
C -1.2977 3.2217 -1.3851 -0.450
O -0.6441 1.9864 -1.6557 -0.430
O -3.1994 2.6566 -0.0572 -0.402
H -2.0495 4.3913 0.2890 0.415
H -1.4097 2.8549 0.7919 0.011
H -0.6194 4.0884 -1.4435 0.353
H -1.9639 3.5272 -2.1999 0.412
H -1.3691 1.3694 -1.4408 0.090
H -3.9611 3.1842 -0.3052 0.276
C 2.5759 3.1779 -2.9027 -0.173
C 3.8840 2.8506 -3.6688 -0.531
O 4.4830 1.6685 -3.1482 -0.351
O 1.9185 1.9085 -2.7384 -0.135
H 1.8934 3.7488 -3.5283 0.362
H 2.8673 3.7104 -1.9965 0.297
H 4.4809 3.7641 -3.6084 0.391
H 3.6552 2.7171 -4.7285 0.356
H 5.3989 1.6010 -3.4391 0.277
H 0.9846 2.0086 -2.4507 0.246
C -4.2320 -0.6280 -0.9279 -0.383
C -3.8021 -0.3219 0.5237 -0.042
O -4.0202 -1.4427 1.3668 -0.555
O -3.5830 -1.7060 -1.5525 -0.557
H -3.9913 0.2843 -1.5017 0.189
H -5.3095 -0.7811 -0.9661 0.354
H -4.2711 0.6040 0.8591 0.383
H -2.7376 -0.0480 0.5618 -0.064
H -3.2216 -1.9615 1.2086 0.360
H -2.6324 -1.6820 -1.3806 0.416


Entry 2:
63
Properties=species:S:1:pos:R:3:mulliken_charge:R:1 method="wB97M-V/def2-TZVPD" lumo_energy_ev=-4.762 homo_ev=-14.40 total_charge=+2
K -1.4796 -0.4143 -0.1516 0.881
K 4.5398 -2.8953 -0.5113 0.942
K 0.5446 -2.2099 -3.4907 0.977
K 1.0173 -1.7364 3.5454 0.974
S 1.4582 -1.9146 0.0117 1.401
O 2.5544 -1.7582 1.0191 -0.853
O 1.1252 -0.5937 -0.7014 -0.716
O 1.9092 -2.8245 -1.0772 -0.969
O 0.1948 -2.3831 0.7066 -0.706
C -1.1541 1.8751 2.9113 -1.222
C 0.3027 1.5772 2.7489 0.155
O 0.3789 0.3483 1.9732 -0.215
H -1.6251 1.2088 3.5920 0.341
H -1.6954 1.7275 1.9843 0.139
H -1.3664 2.8712 3.3618 0.380
H 0.8294 1.4623 3.7393 0.197
H 0.7297 2.4737 2.2042 0.102
H 1.2513 0.3236 1.5080 0.124
C 3.1153 3.1655 0.4355 -0.868
C 3.7684 1.8620 0.7194 0.116
O 3.7991 1.0723 -0.4341 -0.589
H 3.3122 3.8730 1.2260 0.353
H 2.0403 3.0175 0.4285 0.114
H 3.5778 3.5226 -0.5319 0.296
H 3.1892 1.3149 1.4438 -0.105
H 4.7936 1.9275 1.0756 0.363
H 3.0383 0.4374 -0.4802 0.271
C 1.5316 -0.6563 8.0759 -1.165
C 1.1574 -0.7949 6.5837 0.093
O 1.8780 -1.8569 5.9479 -0.524
H 0.8942 -0.0248 8.6824 0.361
H 2.5591 -0.3347 8.0225 0.333
H 1.5329 -1.6864 8.5475 0.291
H 1.3529 0.1376 5.9724 0.144
H 0.0982 -0.9948 6.4450 0.252
H 2.2687 -2.4164 6.5323 0.242
C -4.4312 1.4802 -3.6021 -1.150
C -3.4019 0.4456 -4.1764 -0.392
O -2.5219 0.0689 -3.1545 -0.379
H -4.8276 1.2012 -2.6825 0.341
H -5.2146 1.5871 -4.3761 0.378
H -4.0406 2.5303 -3.5160 0.284
H -2.9373 0.8463 -5.0103 0.329
H -3.8522 -0.4466 -4.5119 0.436
H -1.7681 0.7241 -3.1406 0.133
C 0.1884 2.1645 -5.2662 -1.104
C 1.0308 1.7005 -4.0693 -0.289
O 0.3093 0.6578 -3.4476 -0.366
H -0.7642 2.5448 -4.9524 0.267
H 0.0555 1.2620 -5.8570 0.269
H 0.7073 2.9306 -5.8667 0.390
H 1.2514 2.5118 -3.3593 0.306
H 1.9560 1.3033 -4.4427 0.331
H 0.7332 0.3038 -2.6663 0.231
C -2.6702 -4.5416 -1.4889 -1.168
C -3.2103 -3.2925 -2.2972 -0.310
O -2.1423 -2.2979 -2.4301 -0.406
H -1.9788 -5.0899 -2.0945 0.318
H -3.4434 -5.2154 -1.2474 0.422
H -2.3447 -4.1909 -0.5567 0.277
H -4.0757 -2.8260 -1.8003 0.319
H -3.4969 -3.5822 -3.3068 0.315
H -2.5321 -1.4830 -2.7462 0.310


Entry 3:
60
Properties=species:S:1:pos:R:3:mulliken_charge:R:1 method="wB97M-V/def2-TZVPD" lumo_energy_ev=-2.361 homo_ev=-10.00 de_lowest_kcal_mol=67.7 total_charge=+1
Li 0.0224 0.0120 0.1205 1.069
C 5.0722 -2.2440 -0.5258 -1.306
C 4.2438 -1.1200 0.0706 0.071
O 2.8904 -1.6317 0.4150 -0.450
H 5.2616 -2.9351 0.2662 0.328
H 6.1221 -1.8452 -0.9010 0.297
H 4.6327 -2.7590 -1.3051 0.382
H 4.2810 -0.2739 -0.5332 0.090
H 4.6310 -0.9196 1.0683 0.251
H 2.4253 -0.7771 0.3969 0.341
C -1.5925 0.6586 3.8312 -0.951
S -0.7782 1.9203 2.7855 0.254
O -0.6398 1.1756 1.4735 -0.995
C -2.1958 2.8743 2.7019 -1.084
H -0.7807 0.0675 3.8790 0.354
H -2.4721 0.0439 3.5037 0.244
H -1.5595 1.1445 4.9354 0.369
H -2.0076 3.5810 1.9277 0.345
H -2.3070 3.7114 3.5634 0.341
H -2.8989 2.2931 2.6019 0.480
C -1.1418 -1.3847 -3.1907 -0.709
S 0.5330 -1.3331 -2.6027 0.963
O 1.1978 -2.3969 -3.5038 -0.772
C 1.0475 0.1143 -3.3220 -0.385
H -1.3827 -0.3899 -3.2610 0.224
H -1.7019 -1.8287 -2.4676 0.110
H -1.3700 -1.6989 -4.2665 0.355
H 0.6554 0.8616 -2.6613 -0.593
H 0.9755 0.0955 -4.4215 0.504
H 2.0868 0.3035 -3.0950 0.459
C -3.3453 2.2394 -1.1437 -1.066
S -2.6564 0.7220 -1.8909 0.392
O -1.2730 0.6038 -1.3400 -0.536
C -3.6591 -0.4945 -1.0070 -0.692
H -4.5153 2.5618 -1.4998 0.315
H -2.8780 3.0070 -1.5041 0.605
H -3.0814 2.4081 -0.0906 0.127
H -3.6698 -0.5513 0.0560 0.204
H -3.2577 -1.5184 -1.4159 0.169
H -4.8629 -0.5787 -1.1191 0.405
C 3.0471 2.6224 0.5922 -1.069
S 2.3676 1.7894 -0.9844 0.455
O 1.8416 0.3950 -0.5806 -0.267
C 0.9239 2.9148 -1.0518 -0.877
H 2.4253 2.4657 1.4165 0.222
H 3.4075 3.5098 0.3066 0.568
H 3.9134 1.9982 0.6227 0.382
H 1.2943 3.8741 -1.3024 0.637
H 0.1965 2.9319 -0.1892 -0.016
H 0.2729 2.6855 -1.7831 0.312
C -2.2158 -2.7260 1.3202 -0.561
S -0.6586 -3.1833 0.7086 0.287
O -0.1360 -1.8180 0.0650 -0.385
C 0.2245 -3.3404 2.3028 -0.777
H -2.1665 -1.7989 2.0560 -0.178
H -2.7500 -3.3636 1.9165 0.700
H -2.9821 -2.6734 0.4164 0.191
H -0.1782 -2.6037 2.8641 0.105
H 1.2196 -3.2129 1.9293 0.283
H -0.0980 -4.1849 2.8460 0.475


| no. | total energy (Ha) |
| --- | --- |
| 1 | -3205.9665 |
| 2 | -4028.8667 |
| 3 | -2928.1797 |